Here is C24H22FN3O3 as an isolated structure at a distorted geometry from the Open Molecules 2025 dataset. Energies are from ωB97M-V with the def2-TZVPD basis set.

Calculated values
max |F|	0.368	Eh/bohr
charge	0
E_HOMO	-7.1	eV
LUMO level	0.017	Ha

Last column: Löwdin charge in e.
Cartesian coordinates (Å):
O (0.34091, 2.77800, 0.83741)  0.058
C (-0.20371, 2.62665, -0.27000)  -0.469
N (-1.41543, 2.14306, -0.29235)  0.066
H (-2.07161, 1.97202, -1.13241)  0.192
C (-2.16183, 1.42647, 0.81760)  -0.108
C (-3.41284, 0.60670, 0.78233)  -0.265
C (-3.39939, -0.42824, -0.07397)  -0.118
C (-4.41244, -1.11836, -0.56902)  0.019
C (-5.57480, -0.95020, 0.23675)  -0.364
C (-5.55827, -0.04435, 1.29801)  0.038
C (-4.56850, 1.03382, 1.51569)  0.087
H (-4.66131, 1.69935, 2.15223)  0.015
H (-6.47131, -0.07821, 1.78521)  0.086
F (-6.55982, -1.70133, 0.17228)  0.163
H (-4.37175, -1.92835, -1.32552)  0.138
H (-2.49397, -0.46704, -0.71613)  0.114
H (-1.37626, 0.92848, 1.60631)  0.163
H (-2.54114, 2.42047, 1.64070)  0.189
C (0.22843, 3.22072, -1.69215)  -0.075
H (-0.63037, 3.88392, -1.89242)  0.151
H (1.02945, 3.61985, -1.56552)  0.031
C (0.18172, 2.08187, -2.49283)  -0.186
C (1.47146, 1.18184, -2.26159)  0.021
N (1.29498, 0.50382, -0.83073)  0.096
C (0.38308, -0.28697, -1.03255)  -0.490
O (-0.35242, -0.73825, -1.64575)  0.263
C (0.43766, -1.35293, 0.56148)  -0.089
C (1.30840, -2.24999, 0.30718)  -0.280
C (2.45559, -2.59332, 1.00276)  0.017
C (3.31345, -3.73490, 0.70172)  -0.056
C (2.78325, -4.57912, -0.23668)  -0.119
C (1.47953, -4.57146, -0.86812)  -0.018
C (0.79371, -3.37437, -0.45916)  -0.005
H (-0.23874, -3.42105, -0.93954)  0.126
H (1.07549, -5.38535, -1.37532)  0.073
H (3.39809, -5.37249, -0.35200)  0.052
H (4.28731, -3.79486, 0.89742)  0.055
H (2.93985, -1.77336, 1.80332)  0.166
O (0.84999, -0.31460, 1.64916)  -0.024
C (1.78225, 0.61056, 1.44167)  -0.133
C (2.74630, 0.93589, 2.52970)  -0.026
C (3.57222, 1.93870, 2.28545)  -0.037
C (3.84878, 2.10580, 0.74435)  -0.083
N (3.15078, 1.52862, -0.24220)  0.102
C (2.08857, 0.93509, -0.03924)  -0.406
H (4.90954, 2.73250, 0.39090)  0.148
H (4.40597, 2.19158, 2.86261)  0.069
H (2.56057, 0.61377, 3.42932)  0.058
H (-0.56845, -1.37664, 0.71763)  0.114
H (1.39186, 0.33077, -3.00932)  0.147
H (2.44111, 1.67250, -2.35585)  0.120
H (0.51394, 2.46573, -3.68282)  0.201
H (-0.41992, 1.44717, -2.81597)  0.012

Cartesian forces (eV/Å) of the 3 atoms listed first:
O 0.1 0.0 -1.9
C 1.2 3.0 2.1
N -7.0 -4.4 -1.5